Record 1
The following is a quantum chemistry calculation of a 7-piece molecular cluster, C22H55F2N13O8SSi overall at a distorted geometry, from the Open Molecules 2025 dataset.

Total charge   0
Energy relative to the best compared isomer or geometry (same formula, charge and spin)   209.36 kcal per mole
Electronic energy   -3072.34483 Ha
Spin multiplicity   1
SMILES   CCCCCCCCCCC[Si@H](CCCS)N(C(=O)F)C(=O)F.NC(N)=O.NC(N)=O.NC(N)=O.NC(N)=O.NC(N)=O.NC(N)=O

Each line ends with the Mulliken charge.
Element x y z (Å)
C -6.001 -1.417 -2.310  -0.781
C -4.886 -2.448 -2.963  -0.445
C -4.206 -3.418 -1.817  -0.417
C -2.713 -2.885 -1.330  -0.285
C -2.798 -2.423 0.244  -0.424
C -1.999 -1.000 0.489  -0.573
C -3.006 0.225 1.022  -0.659
C -2.074 1.572 1.077  0.280
C -2.887 2.990 0.952  -0.518
C -2.240 4.097 1.986  -0.486
C -1.274 5.216 1.279  -0.552
Si 0.164 4.512 0.213  -0.305
C 1.698 3.898 1.198  -0.710
C 1.372 3.203 2.645  -0.060
C 1.720 4.137 3.953  -0.643
S 1.503 5.978 3.690  -0.254
N 0.763 5.723 -0.991  0.586
C -0.252 6.007 -2.077  0.472
O -0.206 7.254 -2.621  -0.465
F -1.249 5.017 -2.603  -0.214
C 1.984 5.077 -1.619  0.218
O 3.188 5.567 -1.235  -0.518
F 1.977 4.005 -2.644  -0.244
H -5.486 -0.382 -2.096  0.129
H -6.423 -1.896 -1.328  0.241
H -6.842 -1.226 -3.103  0.293
H -4.111 -1.791 -3.558  0.272
H -5.419 -3.180 -3.737  0.288
H -4.922 -3.495 -0.872  0.267
H -4.040 -4.526 -2.208  0.194
H -2.274 -2.049 -2.052  0.348
H -1.952 -3.799 -1.395  -0.057
H -3.911 -2.235 0.619  0.383
H -2.239 -3.241 0.901  0.112
H -1.464 -0.676 -0.513  0.232
H -1.153 -1.131 1.314  0.226
H -3.968 0.307 0.361  0.263
H -3.345 -0.130 2.110  0.224
H -1.384 1.603 2.022  -0.052
H -1.355 1.518 0.125  0.043
H -3.005 3.394 -0.143  0.181
H -3.992 2.784 1.354  0.373
H -1.750 3.565 2.936  0.228
H -3.170 4.698 2.433  0.350
H -0.916 5.992 2.109  0.337
H -1.963 5.847 0.549  0.463
H -0.398 3.362 -0.538  -0.051
H 2.465 4.789 1.235  0.379
H 2.215 3.055 0.529  0.398
H 0.281 2.797 2.764  -0.334
H 2.083 2.248 2.723  0.392
H 0.978 3.832 4.831  0.338
H 2.802 3.879 4.335  0.332
H 1.346 6.623 4.954  0.155
N -0.833 -7.885 -2.859  -0.463
C -1.579 -6.785 -3.066  0.738
N -1.375 -6.187 -4.254  -0.395
O -2.376 -6.364 -2.244  -0.599
H -0.172 -8.248 -3.525  0.164
H -0.956 -8.366 -1.978  0.173
H -1.917 -5.356 -4.450  0.239
H -0.723 -6.519 -4.945  0.165
N 5.169 7.858 -1.834  -0.213
C 5.540 8.472 -2.972  0.593
N 4.787 8.167 -4.044  -0.326
O 6.485 9.244 -3.027  -0.677
H 4.394 7.220 -1.769  0.189
H 5.710 8.060 -1.004  0.170
H 5.033 8.608 -4.920  0.200
H 4.005 7.534 -4.018  0.153
N 2.268 -4.850 -1.738  -0.348
C 2.589 -5.864 -0.914  0.637
N 1.868 -6.984 -1.101  -0.357
O 3.463 -5.774 -0.067  -0.761
H 1.552 -4.904 -2.443  0.146
H 2.786 -3.988 -1.631  0.219
H 2.078 -7.772 -0.502  0.241
H 1.145 -7.077 -1.794  0.192
N 1.346 -6.089 4.683  -0.425
C 1.468 -5.867 3.362  0.629
N 2.624 -6.301 2.827  -0.297
O 0.601 -5.316 2.702  -0.627
H 2.049 -6.541 5.243  0.151
H 0.491 -5.778 5.125  0.234
H 2.756 -6.153 1.835  0.191
H 3.350 -6.756 3.354  0.157
N 0.235 -8.399 1.255  -0.191
C -0.279 -9.584 0.880  0.624
N -0.177 -10.556 1.805  -0.410
O -0.797 -9.764 -0.211  -0.699
H 0.665 -8.232 2.149  0.157
H 0.179 -7.641 0.588  0.142
H -0.552 -11.463 1.563  0.221
H 0.245 -10.427 2.709  0.152
N 2.577 7.801 1.322  -0.123
C 2.893 9.103 1.438  0.509
N 2.661 9.835 0.333  -0.334
O 3.354 9.582 2.462  -0.694
H 2.197 7.388 0.486  0.143
H 2.736 7.215 2.130  0.103
H 2.886 10.821 0.378  0.210
H 2.283 9.459 -0.520  0.147

---

Record 2
The following is a quantum chemistry calculation of one molecule with the formula C15H26O, from the Open Molecules 2025 dataset.

Total charge   0
Energy relative to the best compared isomer or geometry (same formula, charge and spin)   40.63 kcal per mole
Electronic energy   -662.33849 Ha
Spin multiplicity   1
SMILES   C=C[C@@](C)(O)CC/C=C(\C)CCC=C(C)C

Each line ends with the Mulliken charge.
Element x y z (Å)
C 0.988 4.333 -2.624  -0.790
C 0.189 3.592 -1.880  -0.568
C -0.438 2.287 -2.314  1.679
C -1.944 2.507 -2.506  -1.883
O 0.054 1.843 -3.564  -0.649
C -0.205 1.217 -1.226  -0.915
C 1.280 0.954 -0.941  -0.646
C 1.414 -0.012 0.196  -0.294
C 1.668 -1.311 0.090  0.564
C 1.909 -1.996 -1.227  -1.693
C 1.695 -2.192 1.307  -1.114
C 0.390 -3.004 1.433  -0.623
C -0.796 -2.096 1.552  -0.517
C -1.389 -1.730 2.681  1.086
C -2.568 -0.802 2.682  -1.526
C -0.965 -2.220 4.038  -1.413
H 1.397 5.263 -2.269  0.293
H 1.255 4.046 -3.628  0.275
H -0.087 3.904 -0.882  0.332
H -2.411 1.574 -2.809  0.415
H -2.102 3.244 -3.289  0.454
H -2.401 2.857 -1.584  0.355
H 1.010 1.751 -3.493  0.405
H -0.677 0.288 -1.552  0.367
H -0.695 1.538 -0.304  0.320
H 1.764 0.554 -1.833  0.373
H 1.766 1.898 -0.680  0.400
H 1.233 0.410 1.176  0.315
H 2.011 -3.069 -1.089  0.423
H 1.090 -1.815 -1.921  0.285
H 2.826 -1.627 -1.688  0.401
H 1.813 -1.580 2.203  0.292
H 2.540 -2.883 1.248  0.462
H 0.273 -3.629 0.545  0.361
H 0.463 -3.660 2.300  0.439
H -1.156 -1.692 0.615  0.222
H -2.331 0.107 3.236  0.350
H -3.419 -1.275 3.172  0.382
H -2.855 -0.528 1.670  0.356
H -1.375 -1.582 4.817  0.395
H -1.331 -3.234 4.206  0.300
H 0.117 -2.232 4.137  0.331

---

Record 3
The following is a quantum chemistry calculation of C36H29MoN3OSi as an isolated structure at a distorted geometry, from the Open Molecules 2025 dataset.

Total charge   +2
Energy relative to the best compared isomer or geometry (same formula, charge and spin)   23.74 kcal per mole
Electronic energy   -1985.97370 Ha
Spin multiplicity   3

Each line ends with the Mulliken charge.
Element x y z (Å)
Mo 1.171 -0.859 0.184  -0.100
C 4.461 -1.381 -2.572  -0.946
C 3.470 -1.614 -1.623  -0.138
N 2.810 -0.632 -1.001  -0.169
C 3.197 0.647 -1.249  0.656
C 4.216 0.976 -2.182  0.886
C 4.817 -0.088 -2.885  -0.451
C 4.623 2.320 -2.287  -0.912
C 4.099 3.252 -1.426  -1.163
C 3.114 2.928 -0.489  -1.110
C 2.602 1.634 -0.416  0.643
N 1.678 1.088 0.437  0.392
C 1.185 1.714 1.560  -0.186
C 0.963 3.055 1.842  -0.512
C 0.537 3.450 3.115  -1.417
C 0.317 2.543 4.124  -0.812
C 0.449 1.163 3.863  1.036
C 0.217 0.130 4.795  -0.613
C 0.368 -1.184 4.405  -0.978
C 0.740 -1.475 3.094  -0.210
N 0.963 -0.530 2.185  0.065
C 0.844 0.768 2.561  0.905
H 4.957 -2.218 -3.035  0.438
H 3.234 -2.632 -1.324  0.439
H 5.587 0.117 -3.613  0.505
H 5.380 2.587 -3.006  0.456
H 4.463 4.267 -1.455  0.426
H 2.788 3.693 0.191  0.430
H 1.071 3.804 1.079  0.498
H 0.385 4.502 3.301  0.450
H 0.031 2.872 5.111  0.491
H -0.047 0.374 5.811  0.536
H 0.202 -1.989 5.104  0.465
H 0.865 -2.504 2.758  0.490
C -3.555 3.597 -0.793  -0.698
C -2.812 3.318 0.345  -0.980
C -2.048 2.168 0.411  -0.107
C -2.007 1.278 -0.665  0.611
C -2.744 1.584 -1.810  -0.771
C -3.514 2.730 -1.874  -0.759
Si -1.138 -0.387 -0.547  2.200
C -1.747 -1.405 0.971  0.562
C -2.544 -0.822 1.957  -0.554
C -3.065 -1.572 2.997  -0.796
C -2.778 -2.925 3.093  -0.609
C -1.997 -3.527 2.120  -0.643
C -1.495 -2.779 1.068  -0.066
C -1.431 -1.404 -2.121  0.371
C -2.645 -2.060 -2.308  -0.093
C -2.909 -2.738 -3.483  -0.683
C -1.957 -2.773 -4.491  -0.714
C -0.735 -2.137 -4.320  -0.353
C -0.473 -1.459 -3.139  -1.037
H -4.149 4.495 -0.835  0.420
H -2.835 3.992 1.188  0.468
H -1.475 1.954 1.304  0.486
H -2.716 0.912 -2.655  0.378
H -4.083 2.938 -2.768  0.459
H -2.803 0.223 1.887  0.465
H -3.708 -1.101 3.725  0.499
H -3.175 -3.510 3.908  0.439
H -1.797 -4.588 2.171  0.484
H -0.976 -3.294 0.265  0.269
H -3.389 -2.017 -1.527  0.528
H -3.862 -3.230 -3.609  0.450
H -2.170 -3.292 -5.412  0.417
H 0.004 -2.157 -5.109  0.460
H 0.466 -0.911 -3.023  0.394
O 0.891 -3.027 -1.030  -0.586
H 0.407 -2.916 -1.872  0.317
H 1.210 -3.937 -0.973  0.282

---

Record 4
The following is a quantum chemistry calculation of CH6N3OP as an isolated structure at a distorted geometry, from the Open Molecules 2025 dataset.

Total charge   0
Energy relative to the best compared isomer or geometry (same formula, charge and spin)   12.54 kcal per mole
Electronic energy   -622.59468 Ha
Spin multiplicity   1

Each line ends with the Mulliken charge.
Element x y z (Å)
C 1.262 0.737 0.036  -0.250
N 0.429 0.379 -1.174  -0.428
N 0.363 0.291 1.130  -0.588
N -0.947 -1.791 -0.235  -0.612
O -2.215 0.620 -0.023  -0.621
P -0.934 -0.076 -0.108  0.778
H 2.231 0.058 0.021  0.164
H 1.423 1.724 0.117  0.400
H 0.363 0.989 -1.948  0.257
H 0.147 1.104 1.639  0.292
H -0.211 -1.984 0.417  0.311
H -1.912 -2.052 0.129  0.297

---

Record 5
The following is a quantum chemistry calculation of C38H47BrDyN7O2P as an isolated structure at a distorted geometry, from the Open Molecules 2025 dataset.

Total charge   +1
Electronic energy   -5810.33654 Ha
Spin multiplicity   6

Each line ends with the Mulliken charge.
Element x y z (Å)
Dy -0.216 -0.148 0.186  -0.348
C -5.611 1.728 2.611  -1.513
C -4.394 2.128 1.846  0.393
C -4.370 3.291 1.077  -0.413
C -3.234 3.618 0.355  -0.909
C -2.162 2.747 0.426  0.358
Br -0.579 3.051 -0.607  -0.037
N -2.146 1.643 1.156  0.491
C -3.248 1.341 1.840  -0.500
H -6.109 2.599 3.030  0.432
H -5.366 1.033 3.411  0.272
H -6.312 1.237 1.937  0.301
H -5.238 3.931 1.030  0.487
H -3.189 4.506 -0.250  0.527
H -3.216 0.404 2.382  0.407
C 3.901 2.374 3.428  -0.949
N 4.148 1.677 2.188  0.084
C 5.550 1.436 1.882  -0.814
C 5.505 0.510 0.675  -0.684
N 4.138 0.041 0.707  0.142
C 3.682 -0.806 -0.352  -0.761
C 3.333 0.862 1.438  0.115
N 2.038 0.816 1.313  0.056
C 1.196 1.618 2.188  -0.981
C 0.633 0.793 3.353  -0.397
N -0.265 -0.251 2.874  0.007
C -1.137 -0.782 3.677  -0.170
N -1.930 -1.817 3.259  0.553
C -1.531 -2.819 2.300  -0.885
C -2.845 -2.247 4.296  -0.627
C -2.728 -1.140 5.333  -0.712
N -1.486 -0.478 4.974  0.002
C -1.126 0.630 5.825  -1.117
H 4.848 2.458 3.964  0.433
H 3.203 1.838 4.071  0.272
H 3.535 3.390 3.251  0.259
H 6.046 0.951 2.732  0.449
H 6.053 2.385 1.676  0.370
H 6.198 -0.333 0.763  0.363
H 5.721 1.045 -0.259  0.317
H 4.463 -1.534 -0.577  0.392
H 3.444 -0.231 -1.255  0.381
H 2.784 -1.333 -0.026  0.093
H 0.335 1.972 1.610  -0.619
H 1.702 2.503 2.579  0.570
H 0.127 1.494 4.017  0.577
H 1.468 0.325 3.895  0.503
H -0.595 -2.511 1.821  -0.103
H -2.307 -2.940 1.542  0.284
H -1.382 -3.778 2.809  0.505
H -2.536 -3.216 4.710  0.454
H -3.854 -2.355 3.890  0.284
H -2.671 -1.520 6.354  0.464
H -3.565 -0.431 5.281  0.281
H -1.545 0.435 6.813  0.362
H -1.530 1.585 5.473  0.345
H -0.047 0.706 5.941  0.412
C -2.997 0.210 -5.041  -0.581
C -2.420 -1.022 -4.788  -0.825
C -1.209 -1.102 -4.124  -0.297
C -0.563 0.053 -3.705  0.463
C -1.134 1.294 -3.984  -0.002
C -2.345 1.368 -4.645  -1.059
P 1.009 -0.010 -2.754  0.801
C 2.169 0.108 -4.186  0.653
C 1.826 0.755 -5.370  -0.630
C 2.701 0.776 -6.442  -0.706
C 3.933 0.152 -6.355  -0.578
C 4.299 -0.463 -5.170  -0.904
C 3.432 -0.474 -4.093  -0.049
C 1.123 -1.799 -2.315  0.017
C 1.600 -2.767 -3.193  -0.115
C 1.765 -4.070 -2.759  -0.891
C 1.436 -4.394 -1.455  -1.043
C 0.915 -3.430 -0.603  -0.101
C 0.737 -2.084 -0.977  0.316
H -3.954 0.266 -5.538  0.417
H -2.911 -1.931 -5.108  0.427
H -0.778 -2.072 -3.922  0.283
H -0.634 2.202 -3.671  0.517
H -2.789 2.330 -4.856  0.443
H 0.859 1.228 -5.466  0.368
H 2.405 1.266 -7.359  0.427
H 4.598 0.136 -7.206  0.393
H 5.256 -0.956 -5.089  0.424
H 3.726 -0.982 -3.186  0.374
H 1.862 -2.506 -4.208  0.625
H 2.145 -4.822 -3.435  0.429
H 1.586 -5.404 -1.094  0.418
H 0.662 -3.745 0.408  0.404
C -4.000 -0.377 -1.636  -1.700
C -2.691 -0.341 -0.875  0.900
O -2.513 -1.051 0.139  -0.386
O -1.778 0.423 -1.285  0.174
H -3.933 -1.182 -2.366  0.365
H -4.136 0.557 -2.177  0.323
H -4.838 -0.570 -0.974  0.446

---

Record 6
The following is a quantum chemistry calculation of one molecule with the formula C6H11NO at a distorted geometry, from the Open Molecules 2025 dataset.

Total charge   0
Energy relative to the best compared isomer or geometry (same formula, charge and spin)   142.03 kcal per mole
Electronic energy   -365.00512 Ha
Spin multiplicity   1
SMILES   C[C@@H]1N(C=O)C1(C)C

Each line ends with the Mulliken charge.
Element x y z (Å)
C -1.760 -1.372 0.280  -1.114
C -0.839 -0.363 -0.602  -0.474
N 0.586 -0.282 -1.121  -0.307
C 1.689 -1.081 -0.863  0.163
O 2.588 -0.598 -0.041  -0.556
C 0.179 0.520 -0.023  1.324
C -0.151 1.903 -0.652  -1.909
C 0.835 0.361 1.258  -1.482
H -1.840 -2.295 -0.367  0.318
H -2.763 -1.135 0.543  0.374
H -0.872 -1.666 1.077  0.206
H -1.500 0.044 -1.113  0.574
H 1.448 -2.127 -1.058  0.354
H -0.696 2.494 -0.045  0.530
H 0.725 2.381 -0.583  0.530
H -0.780 1.750 -1.513  0.353
H 1.075 -0.637 1.731  0.400
H 1.793 0.825 1.262  0.498
H 0.282 1.278 1.830  0.219

---

Question: Which value of spin multiplicity does entry 1 give?
Answer: 1